Record 1
A structure of composition C24H26N8S3SeY. Source: OMol25; level of theory: wB97M-V/def2-TZVPD.

Geometry as ORCA input:
```
! wB97M-V def2-TZVPD RIJCOSX def2/J DEFGRID3
* xyz 1 1
Se 3.3896 1.8628 0.0467
H -0.9754 -0.6243 -7.3167
H -3.7521 3.8899 0.3842
H 0.8019 3.4262 1.8280
H -0.3983 0.5671 -6.2039
H 3.4049 -1.1155 -0.3354
S -0.8719 -2.8149 3.2484
S -1.5669 -2.7396 -5.5862
H -0.3882 5.1771 0.7288
H -2.0483 -6.3311 -0.0331
N 0.4371 -1.8989 1.2300
H -2.3265 2.7579 3.5122
C 3.7562 -0.9317 0.6762
C -1.5249 -5.4164 0.2085
H 2.1559 0.6123 -2.4063
H 0.2530 3.2474 -0.5186
C 0.7810 -0.1804 -3.8642
C -0.7269 -4.8022 -0.7608
H 3.8550 -3.0164 1.2163
N 4.5682 -1.8334 2.7348
H -2.1675 -1.5830 -3.0138
C -1.8236 1.3753 1.3565
H -0.6361 -5.2520 -1.7403
N -0.4970 1.9753 0.9916
C 1.2000 0.1345 -2.5847
N -1.1707 3.9643 2.2470
C 4.0478 -1.9964 1.5317
H -1.2995 -0.9547 -0.7850
C 3.9926 0.3833 1.0981
C -0.9569 -3.7020 1.7549
H -3.2110 4.0651 2.7036
C -2.9782 3.1322 0.2653
H -1.6970 0.8200 2.2882
H -0.0355 2.3953 3.0139
C -1.6416 -4.8797 1.4767
C -1.3300 4.6897 0.9855
H 0.5946 -3.1718 -1.2237
C -0.6991 2.7771 -0.2610
C -1.2178 -1.0766 -2.9153
N 0.4646 -0.1357 -1.4962
H -2.0984 5.4528 1.1058
C 0.1846 -1.6655 2.5077
C -0.7296 -0.7261 -1.6777
C -0.1498 2.9556 2.0853
C -0.0441 -3.6342 -0.4818
H 1.4326 0.0312 -4.7012
H 4.7443 1.5298 2.7668
C -0.1767 -3.0708 0.7851
H -3.2767 2.4510 -0.5345
H -2.1188 0.6876 0.5592
H 5.2544 -0.4744 4.1139
H -0.9880 2.0932 -1.0616
C -2.4381 3.3076 2.5765
H -2.2441 -5.3670 2.2311
C -0.9107 -1.2542 -5.3910
Y 1.2897 0.2614 0.7880
C 4.8203 -0.5821 3.1266
N -1.7198 3.7875 -0.1035
C -0.4461 -0.8097 -4.0415
N -2.8494 2.3802 1.5163
S 0.8519 -0.3152 3.3595
C 4.5431 0.5438 2.3712
N -0.6920 -0.3784 -6.3817
*
```

Output
DFT total energy ... -5002.4973 a.u.
Energy relative to the best compared isomer or geometry (same formula, charge and spin) ... 0.00 kJ/mol
M ... 690.6 g mol⁻¹
LUMO ... -3.62 eV

Here are the Löwdin charges for atoms 1 to 2, given in e: 0.617, 0.111

***

Record 2
A cluster of 3 separate species, C24H27ClNO4 in total at a distorted geometry. Source: OMol25; level of theory: wB97M-V/def2-TZVPD.

Geometry as ORCA input:
```
! wB97M-V def2-TZVPD RIJCOSX def2/J DEFGRID3
* xyz 1 1
O -2.8490 -2.8194 7.4787
C 2.9878 2.6731 -5.3497
H 1.9168 -0.8992 3.3685
H 3.1000 -2.5833 0.0507
C 0.9476 -0.3220 2.9930
H 2.8326 2.8357 -3.2398
H -2.1725 2.2452 -0.1621
C -4.2305 -5.4001 5.4559
H 2.6376 0.1846 0.7042
O 3.0298 2.7401 -7.7047
H -4.7279 -6.3615 5.5010
Cl -2.5065 -1.8281 0.8259
C 2.7122 3.2930 -6.6608
H 2.2024 2.8314 -0.8760
C 2.6385 3.2770 -4.2098
C 1.0622 0.1422 -2.9322
C 1.6882 5.2102 -5.5233
H -1.2377 0.8596 -1.0332
H -2.5915 0.6693 1.2752
C 1.9637 4.5902 -4.2122
C 1.1945 2.2941 -1.1322
H -3.1159 -3.1571 3.0292
H 2.2115 -3.5245 -2.4998
C 1.3049 -1.4357 -3.3498
C 2.5687 -1.8714 -0.7463
C -0.1986 -1.3147 2.3658
O -4.3116 -5.4598 3.1017
H 0.6992 2.3330 1.0959
C -2.9301 -2.8791 5.1245
H -0.2609 3.5926 0.0504
C -3.1860 -3.4263 6.4715
N -1.5289 0.6825 1.2142
C 2.3232 -0.2727 -0.3263
C -3.2967 -3.5439 4.0246
H 0.3800 -2.2888 1.9896
H -4.0447 -5.1221 7.5512
C -3.8638 -4.7352 6.5558
C 2.0458 -2.3939 -2.2321
H 0.7428 2.8275 -2.0968
H 0.4716 0.1471 3.9821
H 1.8434 5.0476 -7.6332
H -1.2032 1.1932 2.0643
H 0.5427 0.8941 -3.6863
H 3.4840 1.7100 -5.3646
C 2.0375 4.6063 -6.6632
H 1.2134 0.5913 2.3073
O 1.6462 5.1432 -3.1683
C -1.2312 1.5202 -0.0472
H 0.9203 -1.7871 -4.4011
H -0.3849 -0.8253 0.0569
H -2.4327 -1.9176 5.0794
H 1.1920 6.1732 -5.5084
H -0.9212 -1.7159 3.2271
C -3.9745 -4.8528 4.1089
C -0.9904 -0.7225 1.0581
C 0.1047 2.4613 0.0959
C 1.5449 0.6912 -1.4482
*
```

Output
DFT total energy ... -1745.9224 a.u.
M ... 428.9 g mol⁻¹
LUMO ... -3.58 eV

Here are the Löwdin charges for atoms 1 to 2, given in e: 0.107, 0.029

***

Record 3
A structure of composition C24H27F6NO2P2Sm at a distorted geometry. Source: OMol25; level of theory: wB97M-V/def2-TZVPD.

Geometry as ORCA input:
```
! wB97M-V def2-TZVPD RIJCOSX def2/J DEFGRID3
* xyz 1 6
H -4.8659 2.0516 -0.1591
C 3.8661 -1.6873 -2.2273
Sm -0.2740 0.4035 0.7997
F -1.3223 -2.0175 3.6285
H -0.0964 5.4922 -2.6327
C -0.3809 0.7734 3.8768
H -2.8468 -3.0880 -0.9846
C 0.1236 -2.3280 -1.7812
H -3.4253 3.0928 -0.3241
H 1.5646 -0.0579 5.5767
F -0.5186 1.2651 5.1105
P -2.8437 0.7113 -0.4260
C 2.6387 -2.3537 -2.1137
H -2.1111 4.0419 -2.5452
C -1.1265 3.6177 -2.3075
H -3.0190 1.8494 -2.5578
C 0.0023 4.4337 -2.3946
C -0.1786 -1.7116 4.3123
H -2.4861 -3.7733 0.6271
H -1.9324 0.4584 -2.6537
C 1.8365 -0.2071 4.5261
C -2.0618 -3.5371 -0.3598
H 2.3191 0.6865 4.1091
H -4.2095 -1.2566 -0.2529
C -4.1615 -0.4283 -0.9709
O 2.2296 1.8618 1.0944
N 0.4976 0.5058 -1.0394
H 2.5771 -3.4302 -2.3013
F -1.6432 0.5476 3.3254
H 0.2984 -3.3777 1.8421
C 2.8185 0.4207 -1.6982
H 0.2288 -3.3676 -2.1221
H 1.5338 -3.0243 0.6182
O 0.8134 -0.7483 2.4046
F 0.1114 1.8213 3.0695
C 1.6188 -0.2510 -1.5385
H 3.2647 2.2926 -2.4813
C -3.8086 2.1619 0.1061
F -0.5058 -1.5402 5.6243
C 2.8603 2.1306 0.1242
P -0.6902 -2.3541 -0.1029
C 0.5186 -3.4075 0.7685
H 4.7714 -2.2580 -2.4475
C 1.4303 2.6049 -1.8052
C -0.9896 2.2676 -1.9922
C 1.4775 -1.6448 -1.8054
H -0.5626 -1.7983 -2.4584
H 2.4863 -1.0824 4.4032
F 0.6308 -2.8056 4.2292
H -3.7266 2.2246 1.1984
H -5.1368 0.0746 -0.9835
H 0.4644 -4.4418 0.4030
H -3.9700 -0.8437 -1.9683
H 2.1972 4.5215 -2.2581
H -1.7155 -4.4718 -0.8269
C 3.9517 -0.3026 -2.0347
C 0.3141 1.8059 -1.6385
C 1.2857 3.9354 -2.1516
H 4.8805 0.2487 -2.1617
H 3.7724 2.4427 -1.4305
C 0.5688 -0.4642 3.7375
C 2.8338 1.9654 -1.5107
C -2.1773 1.3490 -2.0677
*
```

Output
DFT total energy ... -3075.3715 a.u.
Energy relative to the best compared isomer or geometry (same formula, charge and spin) ... 792.08 kJ/mol
M ... 687.8 g mol⁻¹
LUMO (spin up / spin down) ... -4.50 / -4.69 eV

Here are the Löwdin charges for atoms 1 to 2, given in e: 0.048, -0.047

***

Record 4
The molecule C24H27N3O5S at a distorted geometry. Source: OMol25; level of theory: wB97M-V/def2-TZVPD.

Geometry as ORCA input:
```
! wB97M-V def2-TZVPD RIJCOSX def2/J DEFGRID3
* xyz 0 1
H -0.6051 4.1283 -1.8718
C -3.0014 1.2604 0.4342
C 0.5214 0.2611 1.1527
H 6.7614 -3.3277 -1.5968
H 4.7595 -4.6336 -1.0473
C -6.2798 -1.9261 0.4609
C -6.4170 -2.0254 -0.8928
C 4.6773 -3.5519 -1.1760
O -2.0787 -0.6904 1.4316
C 6.0592 -1.4020 -0.9611
H 0.4652 6.2868 -1.3062
C -0.5864 0.9801 0.6922
H 0.1797 7.0160 0.3467
H -6.7356 0.0699 1.0665
H 2.1327 -1.4057 -0.3079
H 1.0959 3.6632 -0.5645
H 0.3598 -0.6799 1.6573
H -6.5543 -5.0756 0.2947
C -2.7176 2.4422 -0.1767
H 5.7699 0.2812 0.3674
C -0.3883 2.2210 0.0537
S 3.2369 -0.1301 1.5564
H 7.1013 -1.0755 -0.9644
H 3.8142 -3.1111 0.7679
C 6.0385 -2.9283 -0.8808
C 0.9205 2.7056 -0.1053
C -6.4920 -4.0400 0.0251
C -6.0574 -0.7422 1.3451
H 5.6036 -1.0611 -1.8911
C -6.5571 -3.4058 -1.1759
C 1.9931 1.9737 0.3475
H 6.3643 -3.2300 0.1171
O 2.8258 -1.2745 2.3188
C 5.3802 -0.7306 0.2288
N -1.4814 2.9274 -0.3963
H -1.4504 5.2688 0.8554
H 3.0032 2.3345 0.2438
O -5.3143 1.6575 0.0967
C 3.5494 -3.0334 -0.2868
H -3.5528 3.0390 -0.5213
H -3.9220 -0.7985 1.4893
H -6.4214 -1.2142 -1.5914
C 3.1707 -1.5833 -0.5979
C -1.3301 4.2117 -1.0572
H -6.6896 -3.8571 -2.1377
H -2.2990 4.4685 -1.4968
H 5.6114 -1.2952 1.1416
C -0.0529 6.2410 -0.3616
H -6.2294 -1.0347 2.3848
C -4.4548 0.9187 0.5525
H 4.4139 -3.3657 -2.2209
O 4.1138 0.8161 2.1807
N -4.7136 -0.2240 1.2065
H 3.2495 -1.4005 -1.6757
H 2.6667 -3.6546 -0.4508
C -1.9280 0.4096 0.9044
O -6.3209 -3.1546 1.0203
N 3.9372 -0.5669 0.0925
C 1.7891 0.7511 0.9741
C -0.9342 5.2970 -0.0943
*
```

Output
DFT total energy ... -1869.3930 a.u.
Energy relative to the best compared isomer or geometry (same formula, charge and spin) ... 357.03 kJ/mol
M ... 469.6 g mol⁻¹
LUMO ... -0.10 eV
Structure (SMILES) ... C=CCn1cc(C(=O)NCc2ccco2)c(=O)c2cc(S(=O)(=O)N3CCCCCC3)ccc21

Here are the Löwdin charges for atoms 1 to 2, given in e: 0.132, -0.020